Entry 1:
{"formula": "C34H47GeN4SSi3Zr", "method": "ωB97M-V with the def2-TZVPD basis set", "mol_weight_da": 791.9, "charge": 2, "e_homo_ev": [-12.06, -11.79], "multiplicity": 2, "symbols": ["Zr", "C", "C", "C", "C", "N", "C", "C", "C", "C", "C", "C", "N", "C", "C", "C", "C", "C", "N", "H", "H", "H", "H", "H", "H", "H", "H", "H", "H", "H", "C", "C", "C", "C", "C", "C", "C", "C", "C", "S", "C", "N", "H", "H", "H", "H", "H", "H", "H", "H", "C", "Si", "C", "C", "Ge", "Si", "C", "C", "C", "Si", "C", "C", "C", "H", "H", "H", "H", "H", "H", "H", "H", "H", "H", "H", "H", "H", "H", "H", "H", "H", "H", "H", "H", "H", "H", "H", "H", "H", "H", "H", "H"], "coordinates": [[0.172555, 1.237989, 0.074003], [4.076455, 2.627389, 1.367403], [4.030155, 2.951689, 2.715903], [2.830355, 2.796889, 3.407603], [1.721755, 2.320789, 2.714003], [1.746255, 2.009289, 1.440703], [2.913955, 2.162889, 0.778803], [0.384555, 2.062489, 3.141903], [0.029055, 2.301989, 4.488903], [-1.254045, 2.056589, 4.909303], [-2.134245, 1.581289, 3.969103], [-1.699845, 1.367789, 2.639903], [-0.423145, 1.581789, 2.101003], [-2.629545, 0.872389, 1.673403], [-3.975045, 0.534289, 1.790603], [-4.645845, 0.068789, 0.661103], [-3.952845, -0.041011, -0.535697], [-2.618345, 0.322489, -0.539497], [-1.959845, 0.774589, 0.550203], [4.987455, 2.732089, 0.790503], [4.915855, 3.320589, 3.224003], [2.787155, 3.047889, 4.459403], [2.881055, 1.891289, -0.272197], [0.748055, 2.677889, 5.207603], [-1.558245, 2.229889, 5.935303], [-3.154845, 1.378289, 4.272303], [-4.511345, 0.621589, 2.726503], [-5.695245, -0.203911, 0.716603], [-4.433745, -0.397911, -1.438497], [-2.017545, 0.261089, -1.441997], [0.172555, -0.983911, -2.238697], [0.172555, 0.348889, -2.919597], [0.172555, 0.453089, -4.301097], [0.172555, 1.722189, -4.866397], [0.172555, 2.856889, -4.044497], [0.172555, 4.147989, -4.602997], [0.172555, 5.270789, -3.781297], [0.172555, 5.109689, -2.399697], [0.172555, 3.825189, -1.840697], [0.172555, 3.710389, -0.116197], [0.172555, 2.672889, -2.642497], [0.172555, 1.428189, -2.109797], [0.172555, -1.808011, -2.959097], [-0.718145, -1.081011, -1.610097], [1.063155, -1.081011, -1.610097], [0.172555, -0.428811, -4.929697], [0.172555, 1.823789, -5.947097], [0.172555, 4.283289, -5.680097], [0.172555, 6.268389, -4.206897], [0.172555, 5.986289, -1.756397], [2.060455, -4.022911, -1.386797], [1.996555, -2.165411, -1.222997], [3.589455, -1.570611, -0.455497], [1.889755, -1.403311, -2.923497], [0.172555, -1.517111, 0.074003], [-1.862545, -2.165311, -0.857097], [-1.994245, -1.571011, -2.620597], [-3.281945, -1.403011, 0.085403], [-2.036345, -4.023011, -0.830697], [0.383655, -2.165511, 2.302103], [1.909955, -1.403711, 3.060003], [-1.077345, -1.570611, 3.298003], [0.493455, -4.022911, 2.439303], [2.937755, -4.306611, -2.003497], [1.135855, -4.384411, -1.877897], [2.154455, -4.482911, -0.383497], [4.437055, -1.846911, -1.115497], [3.734855, -2.053511, 0.527603], [3.557255, -0.468011, -0.337497], [2.786455, -1.692611, -3.508897], [1.848455, -0.298611, -2.833297], [0.989955, -1.768811, -3.449497], [-1.876045, -0.468311, -2.651497], [-2.989545, -1.847211, -3.024597], [-1.215345, -2.053611, -3.238097], [-3.183145, -0.298211, 0.075803], [-3.287445, -1.768111, 1.127803], [-4.237345, -1.692411, -0.398297], [-1.214145, -4.482711, -1.413297], [-3.008745, -4.306511, -1.281597], [-1.998845, -4.384411, 0.216203], [1.851955, -0.299311, 2.979503], [2.815355, -1.769111, 2.543703], [1.968655, -1.693211, 4.129403], [-1.163045, -0.468111, 3.211203], [-0.929545, -1.847011, 4.362003], [-2.001845, -2.053211, 2.932403], [1.381055, -4.384611, 1.883903], [-0.422545, -4.482811, 2.019103], [0.588955, -4.306611, 3.507403], [2.084155, 1.237989, 0.074003]], "forces_ev_per_a": [[-1.24, 0.99, 1.88], [-0.10, -0.28, -0.43], [-0.51, -0.01, 0.55], [0.61, 0.15, -0.19], [-0.08, 0.04, 0.08], [3.43, 0.60, -0.94], [1.92, 1.95, 2.05], [-1.01, 0.24, 2.13], [1.23, -0.19, -1.90], [-1.32, -0.37, -0.12], [0.61, 0.45, 0.32], [-1.16, 0.10, -0.66], [-1.99, 1.09, 6.04], [1.70, 0.94, 2.64], [-2.75, -0.23, -1.64], [-4.88, 5.07, 6.22], [-6.32, 0.45, -4.74], [9.98, 12.69, -5.76], [-1.06, -0.63, -4.85], [-0.13, -0.03, 0.01], [-0.14, -0.05, -0.04], [-0.14, -0.07, -0.09], [1.07, 1.05, -0.80], [0.15, -0.05, -0.35], [0.01, -0.02, -0.10], [0.08, -0.08, -0.36], [0.08, -0.07, -0.12], [0.17, 0.22, -0.12], [0.23, 0.87, -0.32], [-0.78, 0.34, 0.58], [-6.30, 4.34, 0.50], [-1.12, 0.03, 0.72], [-0.24, 1.38, -1.11], [-0.03, -1.33, 0.14], [0.05, 0.27, -0.33], [0.00, 1.14, 0.34], [0.01, -0.68, -0.84], [0.00, -0.90, 0.11], [-0.08, 1.23, -0.15], [-0.32, 0.19, 0.14], [0.05, 1.36, -1.32], [-0.23, -0.86, -0.63], [-3.86, 1.02, 3.18], [2.34, 2.04, -1.06], [-4.77, 3.59, -1.15], [0.03, 0.05, 0.08], [-0.03, 0.10, 0.09], [0.00, -0.19, 0.11], [0.00, -0.14, -0.02], [-0.01, -0.27, 0.01], [0.16, -0.30, -0.27], [4.34, -4.61, 1.62], [0.42, 0.13, 0.10], [9.06, -1.90, -4.26], [0.72, -0.91, 3.66], [-0.05, -2.90, 0.35], [-3.43, -0.83, -1.66], [-1.82, -11.41, -0.62], [-0.60, -0.15, 0.09], [0.11, -0.34, 0.82], [0.29, 0.16, 0.14], [-0.16, 0.14, 0.31], [0.03, -0.29, 0.01], [-0.50, -0.04, 0.31], [0.49, -0.08, 0.25], [-0.11, 0.12, -0.55], [-0.35, 0.21, 0.40], [0.06, 0.31, -0.37], [0.22, -0.63, 0.04], [0.32, 0.33, -0.15], [1.97, -1.25, -0.70], [5.76, -0.11, -2.27], [-0.65, -1.37, -1.29], [0.16, 0.08, -0.07], [-1.89, 0.10, 0.09], [3.03, -5.61, 7.98], [-0.44, 1.08, -0.33], [0.86, -2.38, 0.84], [-0.42, 0.18, 0.37], [0.51, -0.14, 0.24], [0.01, -0.01, -0.60], [0.23, -0.54, 0.14], [-0.27, 0.30, 0.31], [0.07, 0.24, -0.51], [0.05, -1.33, 0.34], [-0.21, 0.17, -0.47], [0.17, 0.26, 0.28], [-0.50, -0.02, 0.32], [0.53, 0.02, 0.24], [-0.05, -0.01, -0.57], [-1.28, -4.18, -2.36]]}



Entry 2:
{"formula": "C34H47N2OP3Si2V", "method": "ωB97M-V with the def2-TZVPD basis set", "mol_weight_da": 699.8, "charge": 1, "e_homo_ev": [-10.07, -10.50], "multiplicity": 3, "symbols": ["V", "C", "Si", "C", "C", "N", "P", "C", "P", "N", "Si", "C", "C", "C", "C", "C", "C", "C", "C", "C", "C", "C", "C", "C", "C", "C", "C", "C", "C", "C", "C", "C", "C", "C", "C", "C", "C", "C", "H", "H", "H", "H", "H", "H", "H", "H", "H", "H", "H", "H", "H", "H", "H", "H", "H", "H", "H", "H", "H", "H", "H", "H", "H", "H", "H", "H", "H", "H", "H", "H", "H", "H", "H", "H", "H", "H", "C", "P", "C", "C", "O", "H", "H", "H", "H", "H", "H", "H", "H", "H"], "coordinates": [[0.803503, -1.159655, 0.082123], [2.741283, 0.106515, -3.532944], [1.397396, -1.117723, -3.131541], [2.206591, -2.719409, -2.615471], [0.271690, -1.355704, -4.586685], [0.471525, -0.625513, -1.729830], [-0.967742, 0.091869, -1.308896], [-1.027085, -0.085699, 0.378040], [-0.048832, 0.925610, 1.320309], [1.498193, 0.501910, 0.898371], [3.096445, 0.858333, 1.518770], [3.862600, -0.770659, 2.019885], [4.113630, 1.603461, 0.148926], [3.027813, 2.011692, 2.977898], [-0.183446, 0.485746, 3.088197], [-0.676172, 1.326367, 4.080332], [-0.675528, 0.929557, 5.413445], [-0.166554, -0.305739, 5.773773], [0.344576, -1.149979, 4.795132], [0.330516, -0.750416, 3.469848], [-0.353553, 2.697464, 1.244446], [-1.598421, 3.203847, 1.621322], [-1.857192, 4.560682, 1.528931], [-0.885834, 5.420896, 1.030171], [0.341852, 4.920836, 0.624418], [0.607814, 3.561968, 0.736187], [-2.253650, -0.846651, -2.171311], [-2.146158, -2.237623, -2.198610], [-3.103875, -3.012326, -2.828781], [-4.187114, -2.403302, -3.454011], [-4.290611, -1.022603, -3.453554], [-3.326633, -0.246369, -2.819131], [-1.070826, 1.779299, -1.919019], [-0.106383, 2.284438, -2.781815], [-0.177749, 3.598761, -3.225893], [-1.218287, 4.411853, -2.806014], [-2.183577, 3.916459, -1.937094], [-2.109926, 2.607821, -1.492703], [3.524680, -0.405189, -4.099043], [3.200543, 0.523600, -2.634581], [2.400402, 0.940528, -4.149082], [2.929866, -3.078174, -3.351142], [1.469437, -3.510190, -2.455301], [2.771495, -2.601836, -1.681355], [0.848123, -1.423413, -5.512832], [-0.410024, -0.506580, -4.691431], [-0.340174, -2.254975, -4.500756], [3.666509, -1.559236, 1.283509], [3.474696, -1.111772, 2.983065], [4.949001, -0.690924, 2.105877], [4.460778, 0.845530, -0.557519], [4.999805, 2.095741, 0.558648], [3.551318, 2.348240, -0.419319], [2.166492, 1.845798, 3.627873], [3.018424, 3.057996, 2.665582], [3.923765, 1.860294, 3.587160], [-1.043043, 2.312628, 3.835188], [-1.062590, 1.600744, 6.168594], [-0.151062, -0.603086, 6.814051], [0.774220, -2.103864, 5.076026], [0.766538, -1.407841, 2.722840], [-2.377366, 2.537036, 1.974563], [-2.819889, 4.948679, 1.835762], [-1.090845, 6.480729, 0.950983], [1.095854, 5.583463, 0.220087], [1.567335, 3.180510, 0.408278], [-1.281328, -2.717155, -1.751762], [-3.001124, -4.090437, -2.850909], [-4.935700, -3.005099, -3.952148], [-5.118984, -0.540116, -3.955244], [-3.420170, 0.830835, -2.845979], [0.721199, 1.664431, -3.094640], [0.581873, 3.983218, -3.893946], [-1.275798, 5.436142, -3.151091], [-2.988398, 4.556329, -1.599348], [-2.855722, 2.232495, -0.801304], [0.050809, -4.577756, 2.741715], [-0.616992, -3.915530, 1.227985], [-1.001617, -5.282658, 0.151562], [-2.111972, -3.044497, 1.631219], [0.435263, -3.029726, 0.543735], [-0.618913, -5.338946, 3.144355], [0.152067, -3.775966, 3.473931], [1.028498, -5.021346, 2.554398], [-1.753691, -5.930315, 0.603769], [-0.098548, -5.860567, -0.044204], [-1.391699, -4.900505, -0.792208], [-2.693823, -3.651730, 2.328025], [-2.703091, -2.844906, 0.736882], [-1.866703, -2.076650, 2.072265]], "forces_ev_per_a": [[0.13, 0.64, -0.58], [0.14, 0.10, -0.08], [-0.17, -0.01, 0.11], [0.14, -0.15, 0.14], [-0.09, 0.04, -0.20], [-0.36, -0.04, 0.14], [0.29, -0.17, -0.33], [0.11, -0.27, 0.06], [0.44, 0.02, 0.28], [-0.42, -0.28, 0.39], [-0.21, -0.05, -0.08], [0.03, -0.16, 0.04], [0.11, 0.08, -0.10], [0.07, 0.10, 0.13], [-0.08, 0.17, 0.05], [-0.04, 0.03, 0.05], [0.00, 0.01, -0.08], [0.01, -0.03, 0.05], [-0.03, 0.04, 0.01], [0.02, -0.17, 0.03], [0.03, 0.08, -0.11], [-0.06, 0.02, 0.01], [0.03, 0.02, 0.00], [0.01, 0.00, 0.01], [-0.04, -0.04, 0.02], [0.08, 0.06, -0.05], [-0.11, 0.00, -0.05], [0.03, -0.06, 0.05], [-0.04, 0.03, 0.00], [0.04, -0.02, 0.01], [0.02, 0.02, 0.00], [-0.08, 0.00, 0.01], [-0.01, 0.08, -0.11], [0.08, 0.06, -0.03], [-0.03, -0.05, 0.04], [0.00, 0.02, -0.01], [0.02, 0.01, -0.03], [-0.04, -0.01, 0.00], [0.00, 0.03, 0.00], [-0.01, -0.02, 0.03], [-0.01, -0.02, -0.01], [-0.06, 0.02, -0.05], [0.00, 0.01, 0.00], [-0.02, 0.01, 0.00], [0.00, -0.03, 0.02], [0.01, 0.00, -0.01], [0.00, 0.00, 0.02], [0.01, 0.02, -0.02], [0.00, -0.01, 0.00], [-0.02, 0.02, 0.04], [-0.03, -0.02, 0.01], [0.00, -0.01, -0.03], [0.02, 0.01, 0.02], [0.01, -0.05, -0.04], [-0.03, 0.00, 0.01], [0.00, 0.05, -0.02], [0.00, -0.01, -0.02], [0.01, -0.01, 0.01], [0.00, -0.02, -0.01], [0.00, 0.00, 0.00], [0.02, -0.03, 0.04], [0.03, -0.03, 0.00], [0.00, 0.00, 0.00], [0.00, 0.00, 0.00], [-0.01, 0.01, 0.00], [-0.04, -0.05, 0.02], [0.01, 0.04, 0.04], [-0.01, 0.00, -0.01], [0.00, 0.00, 0.00], [0.00, 0.00, 0.00], [0.02, 0.01, 0.01], [-0.03, -0.02, 0.02], [-0.01, 0.01, 0.00], [-0.01, 0.00, 0.01], [0.00, -0.01, 0.00], [0.01, -0.03, 0.00], [0.04, -0.08, 0.16], [0.26, 0.27, -0.21], [-0.09, -0.14, -0.09], [-0.22, 0.03, 0.03], [0.01, -0.08, 0.22], [0.01, 0.01, 0.01], [0.00, 0.00, -0.02], [-0.01, 0.00, -0.02], [0.01, 0.01, 0.02], [0.01, 0.01, 0.01], [0.01, 0.02, 0.01], [-0.03, 0.04, 0.00], [0.06, -0.02, -0.05], [0.03, -0.05, 0.04]]}